Entry 1:
{
  "formula": "C21H20N9PtSi",
  "method": "wB97M-V/def2-TZVPD",
  "species": ["C", "C", "H", "C", "H", "C", "N", "H", "C", "H", "N", "C", "H", "H", "N", "C", "C", "H", "C", "H", "H", "N", "N", "C", "C", "N", "Si", "C", "H", "C", "C", "H", "Pt", "H", "H", "H", "H", "C", "H", "C", "H", "H", "C", "H", "N", "C", "C", "C", "C", "N", "H", "N"],
  "xyz": [[3.24, -3.68, -0.34], [-1.03, -1.24, 2.64], [-0.55, -2.20, 2.76], [2.37, 4.01, -0.93], [2.80, 5.00, -0.87], [3.53, -2.70, -1.28], [-2.06, 2.62, -0.55], [-0.15, -0.29, -2.54], [-3.06, 0.06, 2.47], [1.52, 4.34, -2.88], [-3.25, -0.05, -2.48], [-2.28, 1.22, 2.38], [2.90, -0.88, -2.22], [1.36, -0.51, 3.99], [-2.44, 1.29, -0.67], [-2.94, -1.22, -1.86], [2.55, 3.10, 0.11], [-3.65, -0.07, -3.40], [2.06, -3.62, 0.39], [1.82, -4.40, 1.10], [2.16, 1.13, 0.82], [-2.82, 2.29, -2.57], [-2.21, -2.62, -0.35], [1.26, 1.46, -1.10], [-0.88, 1.16, 2.47], [-3.07, -2.42, -2.35], [0.33, -0.13, -1.15], [2.00, 1.84, 0.02], [1.73, 0.79, 2.86], [1.18, -2.56, 0.18], [1.65, 3.64, -2.07], [-4.14, 0.13, 2.44], [-1.44, 0.03, 0.40], [1.72, -0.90, 2.31], [-2.76, 2.19, 2.27], [3.94, -4.49, -0.17], [0.24, -2.55, 0.72], [1.47, -1.56, -0.75], [3.14, 3.39, 0.97], [2.65, -1.64, -1.48], [0.56, 2.08, -3.05], [4.44, -2.75, -1.86], [1.23, -0.17, 2.96], [-3.01, -2.08, 2.63], [-2.46, -1.28, -0.60], [1.10, 2.37, -2.15], [-2.43, -1.17, 2.59], [-0.23, -0.08, 2.66], [-2.85, 1.14, -1.96], [-2.61, -3.26, -1.37], [-0.31, 2.08, 2.47], [-2.33, 3.18, -1.64]],
  "de_lowest_kcal_mol": 55.14,
  "total_charge": 1,
  "orbital_gap_ev": 6.712,
  "e_homo_ev": -12.24
}

=====

Entry 2:
{
  "formula": "C21H21BN6Sc",
  "method": "wB97M-V/def2-TZVPD",
  "species": ["H", "C", "H", "C", "H", "H", "C", "H", "C", "C", "H", "B", "H", "N", "C", "C", "Sc", "C", "H", "H", "C", "H", "H", "H", "C", "N", "C", "H", "C", "H", "N", "H", "H", "H", "C", "H", "C", "H", "C", "C", "H", "N", "H", "C", "C", "N", "C", "C", "N", "C"],
  "xyz": [[-2.98, 1.23, 3.07], [1.26, -5.08, -2.91], [-1.83, -0.60, 6.08], [2.22, 1.85, -2.47], [-1.37, 3.82, -1.25], [1.22, 4.38, -0.77], [0.17, -3.91, -0.95], [-0.67, -2.87, 0.70], [-3.21, 2.73, -0.58], [-2.18, 0.51, 2.92], [0.80, -1.85, 2.37], [2.16, 4.66, -0.04], [1.93, 5.60, 0.67], [2.36, 2.46, 1.57], [-0.70, -1.17, 3.73], [-0.08, -2.78, -0.20], [0.90, 1.45, 0.27], [-1.55, 0.47, 1.68], [1.74, -5.83, -2.28], [3.20, 4.72, -0.65], [-0.48, -0.41, 1.44], [2.56, 1.84, -4.66], [-3.34, -0.99, 5.27], [1.65, -0.72, -4.38], [1.11, -1.45, -1.78], [-1.13, 2.23, 0.08], [0.94, -3.84, -2.11], [2.01, -2.53, -3.39], [2.26, 1.34, -3.76], [-0.23, -4.86, -0.63], [0.21, -0.38, 0.20], [1.92, -4.86, -3.74], [-4.04, 3.21, -1.07], [0.35, -5.52, -3.31], [-0.05, -1.20, 2.52], [-2.89, 0.70, 5.51], [1.80, 0.04, -3.63], [-4.09, 1.09, 0.67], [-3.26, 1.66, 0.29], [-1.86, 3.05, -0.68], [2.48, 2.84, -2.12], [1.53, -0.19, -2.34], [-0.35, -1.80, 4.54], [1.40, -2.60, -2.50], [-1.79, -0.32, 3.96], [1.77, 0.92, -1.61], [0.41, -1.52, -0.57], [2.27, 3.40, 0.89], [-2.01, 1.37, 0.67], [-2.50, -0.29, 5.28]],
  "de_lowest_kcal_mol": 1.43,
  "total_charge": 1,
  "orbital_gap_ev": 7.855,
  "e_homo_ev": -10.98
}

=====

Entry 3:
{
  "formula": "C21H21BrI2N7O4W",
  "method": "wB97M-V/def2-TZVPD",
  "species": ["H", "H", "O", "C", "N", "Br", "H", "H", "I", "H", "N", "C", "C", "W", "H", "C", "C", "N", "H", "C", "H", "H", "H", "C", "C", "C", "H", "O", "O", "C", "H", "C", "C", "H", "N", "C", "C", "H", "H", "N", "N", "C", "H", "H", "O", "H", "I", "H", "N", "H", "C", "C", "H", "C", "C", "C", "C"],
  "xyz": [[2.77, 2.04, -2.38], [-4.15, -3.77, -0.61], [2.32, -0.39, 1.89], [2.92, -1.46, -3.16], [4.36, 1.95, -1.17], [-3.47, 1.11, 0.66], [-0.70, -2.73, -3.79], [0.93, -2.66, -5.64], [0.36, 1.29, 0.03], [3.96, -1.21, -3.02], [-0.01, -1.90, -1.15], [-0.42, -1.87, 3.97], [-1.23, -2.28, -0.94], [1.72, -1.07, 0.08], [0.47, -2.48, 3.86], [2.52, -1.90, -4.43], [0.71, -1.90, -2.37], [-2.60, -2.29, 3.00], [3.87, 0.88, -2.77], [-3.08, 2.93, 0.95], [-0.10, -0.83, 4.03], [-4.59, 5.84, 1.78], [-4.69, -1.30, -1.60], [4.46, 1.61, 0.12], [-3.80, 5.15, 1.51], [-4.19, -2.71, -0.32], [-1.88, -2.65, -1.73], [-3.98, -1.94, -1.46], [0.43, -1.75, 1.25], [-1.84, 3.46, 0.85], [-5.12, 3.46, 1.40], [-3.12, -2.50, 0.72], [-1.34, -2.06, 2.82], [-2.26, 6.65, 1.58], [5.30, 2.23, 0.92], [2.02, -1.39, -2.09], [-1.46, 4.73, 1.05], [-0.45, 5.08, 0.96], [5.90, 2.96, 0.59], [3.40, 1.33, -1.98], [3.34, 0.44, 1.81], [-1.76, -2.25, 0.41], [-4.51, -2.66, 2.39], [-5.17, -2.54, 0.13], [3.87, 0.96, 2.76], [3.24, -1.91, -5.24], [3.49, -3.07, 0.57], [5.34, 1.99, 1.91], [3.60, 0.62, 0.51], [-0.93, -2.12, 4.89], [-2.50, 5.62, 1.40], [1.22, -2.32, -4.66], [4.98, 2.65, -1.55], [0.30, -2.35, -3.62], [-4.11, 3.82, 1.30], [-0.85, -2.00, 1.48], [-3.49, -2.50, 2.07]],
  "de_lowest_kcal_mol": 55.74,
  "s_squared": 2.030,
  "spin_multiplicity": 3,
  "total_charge": 3,
  "orbital_gap_ev": [5.540, 4.118],
  "e_homo_ev": [-16.50, -16.52]
}

=====

Entry 4:
{
  "formula": "C21H21Cl2N3O5S",
  "method": "wB97M-V/def2-TZVPD",
  "species": ["C", "C", "C", "O", "C", "C", "C", "H", "H", "H", "C", "N", "Cl", "H", "H", "C", "H", "H", "Cl", "O", "H", "H", "C", "S", "H", "C", "N", "H", "O", "C", "H", "H", "C", "H", "H", "C", "C", "H", "O", "O", "H", "C", "H", "C", "H", "C", "C", "H", "C", "C", "H", "N", "C"],
  "xyz": [[-0.23, 2.66, -3.34], [1.65, 2.85, -1.27], [1.85, 3.50, -2.47], [-1.98, -3.05, 1.60], [2.94, -0.19, -1.74], [2.83, 0.26, -3.05], [-0.43, 2.02, -2.14], [1.11, 3.91, -4.44], [-0.03, -1.99, 3.44], [-0.34, 1.83, 3.46], [-1.80, -3.02, 0.19], [-1.04, 0.61, -0.17], [4.30, 0.26, -0.79], [-1.31, 0.28, 5.05], [-2.91, -1.28, 4.13], [-2.18, -1.97, 3.68], [2.06, -1.31, -0.15], [-0.16, -1.12, -3.80], [4.04, 1.26, -3.75], [-2.96, 1.86, -1.33], [0.58, -0.61, 1.88], [2.75, 4.09, -2.61], [-0.47, 0.79, 3.14], [-1.81, 1.05, -1.59], [-1.41, 0.73, 2.60], [0.72, -0.87, -3.23], [-0.25, -2.02, -1.38], [-1.56, 0.15, 0.57], [0.45, -2.43, 0.76], [0.93, 3.40, -3.50], [2.35, 2.91, -0.45], [-1.09, -1.94, -1.95], [0.49, 2.10, -1.10], [1.63, 0.49, 2.80], [-0.59, -2.10, 5.10], [-0.76, -1.60, 4.15], [-0.40, -2.45, -0.11], [-2.41, -2.99, 3.98], [-2.04, -0.14, -2.36], [-2.59, -0.90, 1.56], [0.43, 0.00, 4.92], [0.82, -1.30, -1.91], [-2.58, -2.40, -0.28], [-0.52, -0.10, 4.39], [1.63, 0.24, -4.82], [1.71, -0.10, -3.80], [0.70, 0.42, 2.22], [-1.87, -4.05, -0.15], [-2.28, -1.89, 2.19], [1.95, -0.97, -1.17], [-0.96, 2.58, -4.13], [0.90, 1.28, 1.09], [0.13, 1.31, 0.08]],
  "de_lowest_kcal_mol": 0.00,
  "total_charge": 0,
  "orbital_gap_ev": 8.977,
  "smiles": "O=C(COC(=O)CCCCC/N=C1\\NS(=O)(=O)c2ccccc21)Nc1ccc(Cl)c(Cl)c1",
  "e_homo_ev": -8.69
}

=====

Entry 5:
{
  "formula": "C21H21ClN2O7",
  "method": "wB97M-V/def2-TZVPD",
  "species": ["H", "C", "H", "C", "H", "O", "H", "N", "C", "O", "C", "C", "O", "H", "H", "H", "O", "C", "H", "H", "H", "H", "H", "C", "H", "C", "C", "C", "H", "C", "C", "H", "O", "C", "H", "C", "H", "H", "Cl", "H", "O", "C", "C", "O", "H", "C", "C", "C", "H", "C", "N", "C"],
  "xyz": [[-0.07, 1.13, -3.10], [-3.20, 1.59, 0.16], [-1.86, 3.11, -0.52], [-1.44, -2.32, -2.24], [-1.11, -2.77, -3.18], [0.73, 3.29, -0.22], [5.68, 1.19, 0.52], [1.86, 0.20, 0.86], [-2.91, -0.61, -0.74], [-1.13, -0.95, -2.33], [0.57, -0.12, 1.07], [-3.30, -2.05, -0.89], [0.91, 1.35, -1.35], [2.54, -0.52, 0.66], [-2.10, -3.33, 2.95], [4.49, 0.19, 1.35], [-3.70, 3.67, 0.94], [1.19, 2.19, -0.34], [-2.92, -2.64, -0.04], [-1.32, -1.02, 2.56], [-4.38, -2.16, -0.94], [-4.40, -0.09, 0.71], [2.21, 2.16, 1.52], [-0.83, -1.85, 2.07], [4.71, 1.87, 1.83], [-1.27, -3.14, 2.28], [-0.65, -4.19, 1.63], [-1.46, 1.22, -1.45], [-0.88, -2.76, -1.40], [-3.58, 0.26, 0.10], [0.84, -2.64, 0.56], [-0.98, -5.21, 1.78], [-4.68, 1.98, 1.84], [-1.83, -0.13, -1.50], [3.86, 3.76, 0.31], [0.40, -3.94, 0.76], [3.65, 0.96, -0.89], [3.27, 3.36, -1.30], [2.10, -2.41, -0.61], [0.88, -4.75, 0.23], [-2.80, -2.58, -2.11], [4.69, 1.19, 0.98], [3.95, 3.05, -0.51], [-0.29, 0.73, 1.19], [4.97, 3.10, -0.89], [3.64, 1.64, -0.03], [-2.15, 2.08, -0.61], [-0.22, 1.68, -2.16], [-0.24, 2.76, -2.33], [2.24, 1.57, 0.59], [-3.91, 2.48, 1.04], [0.24, -1.57, 1.23]],
  "de_lowest_kcal_mol": 51.43,
  "total_charge": 0,
  "orbital_gap_ev": 8.944,
  "smiles": "CC(C)[C@H](NC(=O)c1ccccc1Cl)C(=O)OCc1cc([N+](=O)[O-])cc2c1OCOC2",
  "e_homo_ev": -8.98
}